(1)
C6H24BF6NO10S2V as an isolated structure, computed with wB97M-V/def2-TZVPD.

```
51
Properties=species:S:1:pos:R:3:forces:R:3
V -8.55190 -24.07827 18.58365 1.24 1.92 0.53
B -5.30504 -23.42852 19.39374 3.58 1.99 3.02
F -6.54844 -23.53569 18.81751 -3.84 -1.50 -1.19
F -4.54787 -22.66669 18.57444 0.79 0.01 -1.70
F -5.45509 -22.58670 20.53941 -0.87 -0.66 0.43
F -4.71558 -24.61628 19.76875 -0.77 -0.39 -0.46
N -8.32908 -23.32365 16.73077 -0.06 3.67 -4.00
S -8.47029 -23.84870 15.22686 -1.87 -6.26 -4.69
O -7.26457 -24.31866 14.56409 -1.71 1.10 1.89
O -9.55962 -23.39411 14.35289 2.07 1.46 1.65
F -9.30432 -25.14478 15.70068 0.81 -1.29 0.87
S -8.27800 -21.66994 16.03523 -0.02 5.72 1.46
O -9.50366 -20.88902 16.25743 2.22 -2.50 -0.16
O -7.53036 -21.34492 14.80934 -1.92 -2.29 2.41
F -7.26339 -21.19748 17.11581 -0.07 0.11 0.33
C -11.74915 -19.59858 18.83117 -1.81 0.51 -1.17
O -11.13548 -20.30579 19.85188 1.58 -0.77 1.08
H -12.09047 -18.59563 19.08751 0.35 0.17 0.48
H -11.11650 -19.49650 17.94946 0.16 -0.39 0.23
H -12.66618 -20.13528 18.58805 -0.03 0.02 -0.66
H -11.76458 -20.57386 20.52566 -0.13 0.18 -0.06
C -8.14658 -21.10096 19.93835 1.48 0.90 1.75
O -8.97691 -22.09805 19.39691 -0.61 -1.77 -1.35
H -7.26340 -20.84850 19.35154 -0.22 -0.40 0.03
H -8.78086 -20.22429 20.06967 0.31 0.11 -0.01
H -7.87642 -21.49567 20.91780 0.58 0.54 0.01
H -9.79963 -21.60994 19.47743 -1.58 -0.37 -0.50
C -4.52920 -21.97071 13.63115 -0.62 0.01 0.75
O -5.21537 -20.75465 13.45393 0.23 0.99 -1.15
H -3.55250 -22.01615 13.14940 -0.09 0.54 -0.04
H -4.42602 -22.00296 14.71578 0.49 -1.11 0.09
H -5.13296 -22.78061 13.22174 0.11 -0.37 0.26
H -6.11716 -20.89037 13.75383 0.24 0.03 -0.12
C -11.20792 -26.44342 13.26623 1.71 -0.47 2.21
O -11.98315 -27.03346 12.32084 -1.31 -0.09 -2.34
H -11.10280 -25.35903 13.23250 -0.51 0.02 0.20
H -11.56988 -26.87924 14.19744 -0.09 0.93 0.73
H -10.18529 -26.82067 13.26047 0.37 -0.05 -0.51
H -12.32235 -26.33068 11.76168 -0.14 -0.32 -0.29
C -13.40953 -23.44405 14.45176 1.34 -0.28 -1.45
O -14.14370 -23.10514 15.56438 -1.15 0.32 0.79
H -13.17673 -24.50869 14.47267 0.36 -0.12 -0.17
H -13.94210 -23.23873 13.52315 -0.19 0.03 -0.18
H -12.49794 -22.84972 14.38948 0.13 -0.15 0.27
H -14.99213 -23.48829 15.32991 -0.45 0.21 0.79
C -9.29233 -20.24380 12.42381 -0.47 -0.49 0.42
O -8.67826 -19.96370 11.21833 0.80 0.32 -1.48
H -8.68830 -19.74547 13.18205 -0.46 -0.04 0.16
H -10.33195 -19.91778 12.39212 -0.15 0.38 0.47
H -9.32620 -21.31746 12.60871 0.20 -0.13 0.34
H -9.00865 -20.55256 10.53592 0.00 0.03 0.01
```
Positions in Å, forces in eV/Å.

gap between HOMO and LUMO (spin up / spin down) = 0.2339 / 0.2349 Ha
LUMO energy (spin up / spin down) = -2.9 / -2.8 eV
multiplicity = 4
<S²> = 3.75

Atomic partial charges in e from the Löwdin method, atoms 1 to 6: number 1, V, carries 1.278; number 2, B, carries -1.329; number 3, F, carries 0.086; number 4, F, carries 0.181; number 5, F, carries 0.076; number 6, F, carries 0.156


(2)
The molecule C21H21N3O6S, computed with wB97M-V/def2-TZVPD.

```
52
Properties=species:S:1:pos:R:3:forces:R:3
C 2.07822 1.52990 -1.90510 -0.09 0.00 0.00
C 2.36725 0.33752 -1.04815 0.05 -0.09 0.02
C 2.77962 -0.86557 -1.60796 0.02 0.04 0.02
C 2.98775 -1.97353 -0.80610 -0.02 -0.01 0.03
C 2.78062 -1.90256 0.55823 -0.05 0.03 0.22
C 2.37016 -0.70161 1.13097 0.09 0.24 -0.73
N 2.10434 -0.63400 2.49543 -0.17 0.50 0.73
S 1.92067 0.74568 3.40633 -0.02 -0.30 0.12
O 2.89067 1.73910 3.05400 -0.22 -0.08 -0.26
O 1.87708 0.28851 4.76328 -0.16 -0.17 -0.07
C 0.30997 1.38317 2.93961 0.50 -0.31 0.00
C -0.06770 2.60791 3.45968 0.02 0.10 0.04
C -1.27188 3.16829 3.07302 0.12 -0.10 0.03
C -2.09601 2.55300 2.13331 0.11 -0.20 -0.06
C -3.36902 3.21876 1.72353 -0.09 0.13 -0.04
C -1.68854 1.31978 1.60944 0.32 0.15 0.28
C -2.37666 0.56782 0.53401 0.02 -0.45 0.04
O -2.22855 -0.61667 0.34682 -0.08 0.17 0.10
O -3.12949 1.32408 -0.28106 -0.05 0.25 0.02
C -3.55921 0.64224 -1.44897 0.14 -0.22 -0.09
C -2.32122 0.06249 -2.15719 -0.48 0.10 0.05
O -1.29396 0.69262 -2.23168 0.17 0.09 -0.01
N -2.51326 -1.17081 -2.68670 -0.35 -0.35 -0.20
C -1.53767 -1.93405 -3.29949 0.69 -0.60 -0.55
C -0.16514 -1.64759 -3.50339 0.08 -0.47 -0.24
C 0.29658 -2.76359 -4.14229 -0.30 0.69 0.37
C 1.63879 -3.14749 -4.64181 -0.13 -0.06 0.02
O -0.71435 -3.63189 -4.30760 0.78 -0.12 -0.22
N -1.85023 -3.11501 -3.78369 -1.10 0.55 0.53
C -0.50065 0.72905 2.04321 -0.22 -0.10 -0.13
C 2.17699 0.41282 0.32446 0.08 -0.11 -0.10
H 2.60714 1.47025 -2.85355 0.04 0.04 -0.07
H 2.36034 2.44842 -1.39645 0.04 0.11 -0.02
H 1.00727 1.57286 -2.10836 -0.04 0.07 -0.06
H 2.94371 -0.93177 -2.67344 0.03 0.01 -0.13
H 3.31490 -2.90591 -1.24337 0.02 -0.08 -0.02
H 2.93300 -2.77043 1.18293 0.03 -0.11 0.07
H 2.26870 -1.46226 3.04252 -0.07 0.02 0.26
H 0.58898 3.10509 4.15580 0.01 0.18 0.10
H -1.57381 4.11663 3.49235 -0.03 0.07 0.05
H -3.61444 4.02664 2.40810 -0.02 0.03 0.04
H -3.26426 3.63038 0.72116 -0.08 0.05 -0.04
H -4.19181 2.50871 1.70040 -0.09 0.04 -0.01
H -4.27468 -0.14400 -1.18781 0.07 0.11 -0.07
H -4.03103 1.40033 -2.07697 0.06 -0.13 0.05
H -3.39180 -1.65345 -2.56283 0.04 0.16 0.13
H 0.36256 -0.77004 -3.20433 0.17 0.16 0.03
H 2.32960 -3.25764 -3.80790 0.07 -0.05 0.02
H 1.56945 -4.09120 -5.17565 0.08 -0.04 -0.05
H 2.02728 -2.38090 -5.30889 0.04 -0.01 -0.05
H -0.22349 -0.22865 1.63272 0.02 -0.06 -0.05
H 1.88615 1.34824 0.77468 -0.01 0.14 -0.10
```
Positions in Å, forces in eV/Å.

relative energy (zero: lowest compared OMol25 entry of this formula, charge and spin) = 57.1 kcal per mole
gap between HOMO and LUMO = 0.3179 Ha
LUMO energy = 0.0 eV
structure (SMILES) = Cc1cccc(NS(=O)(=O)c2ccc(C)c(C(=O)OCC(=O)Nc3cc(C)on3)c2)c1

Atomic partial charges in e from the Löwdin method, atoms 1 to 6: number 1, C, carries -0.036; number 2, C, carries -0.259; number 3, C, carries -0.071; number 4, C, carries -0.078; number 5, C, carries -0.029; number 6, C, carries -0.287


(3)
C17H14ClNO4Os as an isolated structure, computed with wB97M-V/def2-TZVPD.

```
38
Properties=species:S:1:pos:R:3:forces:R:3
C 0.76763 -1.49614 0.15449 -0.04 -0.47 -0.95
C 0.78809 -1.24975 -1.27591 -0.25 -0.54 -0.10
C -0.56689 -1.33543 -1.75286 0.17 -0.64 -0.34
H 1.65537 -1.00304 -1.87528 -0.18 -0.01 0.14
C -1.41774 -1.67546 -0.65888 0.55 -0.41 -0.40
C -0.59140 -1.83989 0.49681 -0.10 0.52 -0.56
H -0.95487 -2.20795 1.44584 0.14 0.60 0.17
H 1.64726 -1.55189 0.79055 -0.41 0.25 -0.02
H -0.91002 -1.31505 -2.77695 0.24 0.14 0.35
H -2.48948 -1.81070 -0.75333 0.24 0.07 0.26
Os -0.37930 0.23424 -0.29401 -1.04 -2.02 2.95
Cl 1.31120 1.70385 -0.24312 0.59 1.10 -0.18
C -0.00773 2.27674 -3.05177 -2.07 -0.08 -0.46
C -1.22766 1.63087 -3.39064 0.48 0.32 0.10
C -0.90947 0.41183 -4.05194 -0.28 0.95 0.52
H -2.23017 2.01740 -3.21769 0.34 -0.08 -0.08
C 0.51796 0.27722 -4.06972 1.69 1.58 0.61
C 1.07052 1.42790 -3.45526 0.13 -2.56 -1.68
H 2.13271 1.64115 -3.35949 -0.35 -0.06 0.10
H 0.08711 3.28394 -2.65562 -0.01 -0.35 0.08
H -1.62586 -0.33333 -4.40341 0.21 0.41 -0.08
H 1.07968 -0.57846 -4.45175 -0.23 0.41 0.05
O -0.18508 0.59861 2.31076 -2.01 0.24 0.47
C -1.43892 0.66640 2.25416 0.75 -0.58 -0.33
O -2.05744 0.55423 1.10480 0.61 1.01 0.45
C -2.33006 0.84457 3.48998 0.40 0.17 0.14
C -3.32562 1.82315 3.44745 -0.19 -0.08 0.03
C -4.07631 2.15939 4.56919 -0.02 -0.31 0.22
C -3.85177 1.46332 5.76133 0.20 0.26 -0.03
C -2.87465 0.46623 5.84044 0.04 -0.03 -0.41
C -2.11432 0.16476 4.70743 -0.22 0.22 -0.45
N -4.59137 1.81059 6.94196 2.63 -1.36 -4.35
O -5.42555 2.74525 6.88374 -2.22 2.08 0.90
O -4.35102 1.17047 7.99477 -0.24 -0.88 3.14
H -3.53520 2.31886 2.50896 0.11 0.07 0.00
H -4.84229 2.93084 4.54698 0.23 -0.17 -0.13
H -2.73134 -0.04333 6.78776 0.09 -0.02 -0.28
H -1.37731 -0.63310 4.73183 0.03 0.23 0.15
```
Positions in Å, forces in eV/Å.

relative energy (zero: lowest compared OMol25 entry of this formula, charge and spin) = 0.0 kcal per mole
gap between HOMO and LUMO (spin up / spin down) = 0.2771 / 0.1712 Ha
LUMO energy (spin up / spin down) = -0.3 / -3.5 eV
multiplicity = 5
<S²> = 6.04

Atomic partial charges in e from the Löwdin method, atoms 1 to 6: number 1, C, carries -0.198; number 2, C, carries -0.228; number 3, C, carries -0.232; number 4, H, carries 0.106; number 5, C, carries -0.182; number 6, C, carries -0.142


| no. | largest force on an atom (eV/Å) |
| --- | --- |
| 1 | 8.04 |
| 2 | 1.34 |
| 3 | 5.26 |